No. 1
A 2-piece molecular cluster, C4H13N2P overall at a distorted geometry. Source: OMol25; level of theory: wB97M-V/def2-TZVPD.

Structure (XYZ):
```
20
Properties=species:S:1:pos:R:3:forces:R:3
C 2.402 1.667 0.564 1.61 0.79 0.36
C 0.219 -3.386 -1.745 2.32 -0.26 -1.18
C -1.027 0.136 1.891 -1.59 -0.49 -0.25
C -0.977 2.427 0.319 0.03 1.15 1.07
N 1.392 1.080 0.991 -0.56 -0.84 -0.02
N -0.705 -2.421 -2.222 -3.48 -0.34 1.23
P -0.149 0.717 0.382 -0.32 1.05 -0.38
H 2.602 2.398 -0.229 -1.09 -0.11 -0.54
H -1.419 -2.193 -1.457 1.51 -0.23 -1.64
H 3.348 1.527 1.091 0.01 -0.23 0.35
H 0.851 -2.936 -0.983 0.87 -0.08 -0.01
H -0.243 -4.181 -1.205 -0.65 -0.85 -0.17
H 0.858 -3.794 -2.651 -1.14 0.61 2.00
H -0.774 -0.930 2.072 0.13 0.74 0.08
H -1.086 0.716 2.848 0.48 -0.30 -0.98
H -2.088 0.079 1.486 0.94 0.06 0.57
H -0.468 2.863 1.267 -1.76 -0.40 -1.02
H -0.823 3.269 -0.408 0.56 -1.44 -0.08
H -2.116 2.327 0.293 1.57 0.01 0.81
H -0.268 -1.584 -2.494 0.58 1.17 -0.20
```
Forces are in eV/Å.

Results
Net charge   0
HOMO level   -8.5628 eV
SMILES   C=NP(C)C.CN

---

No. 2
C4H13N2P in the gas phase at a distorted geometry. Source: OMol25; level of theory: wB97M-V/def2-TZVPD.

Structure (XYZ):
```
20
Properties=species:S:1:pos:R:3:forces:R:3
C -0.512 1.181 1.317 2.42 1.33 2.06
C -1.522 0.015 -0.622 0.97 -0.29 1.59
C 0.225 -1.164 0.609 2.55 2.46 0.76
C -0.162 0.255 0.201 -1.87 -0.35 -2.17
N 1.671 -1.223 0.779 1.99 -1.87 1.72
N 1.371 -0.135 -2.061 -1.00 1.20 0.50
P 1.105 1.190 -0.905 0.69 -2.35 0.52
H -0.788 2.209 0.936 -0.04 -1.15 0.56
H -1.267 0.690 1.912 -0.63 0.39 0.26
H 0.400 1.353 2.082 -1.77 -0.29 -1.71
H -1.610 0.834 -1.253 -0.56 1.50 -1.35
H -2.441 0.038 0.035 1.04 -0.67 -0.61
H -1.343 -0.866 -1.245 -0.70 0.08 0.20
H 2.019 -1.873 1.573 -1.01 1.42 -1.90
H -0.221 -1.344 1.533 -1.32 -0.59 1.58
H -0.040 -1.878 -0.092 -0.71 -1.26 -1.42
H 2.089 -0.325 0.970 -0.12 0.20 0.22
H 1.536 0.155 -3.016 0.30 -0.07 0.19
H 2.085 -0.679 -1.655 1.15 -1.01 -0.11
H 0.163 1.679 -1.715 -1.40 1.31 -0.89
```
Forces are in eV/Å.

Results
Net charge   0
HOMO level   -8.2089 eV
SMILES   CC(C)(CN)PN

---

No. 3
A 2-piece molecular cluster, C4H13N2PS overall at a distorted geometry. Source: OMol25; level of theory: wB97M-V/def2-TZVPD.

Structure (XYZ):
```
21
Properties=species:S:1:pos:R:3:forces:R:3
C 3.583 -0.094 1.198 -1.82 -1.62 1.83
C -2.925 1.606 0.284 1.79 1.79 -2.35
C -1.527 -2.264 0.056 2.59 0.64 -0.70
C 3.193 -0.504 -0.003 -0.13 0.45 -0.12
N -1.642 1.591 -0.607 0.35 -1.35 1.74
N -1.593 -0.983 -0.779 -2.56 -2.83 1.71
P -0.530 0.216 -0.345 -0.22 2.74 -0.67
S -0.316 0.333 1.811 -0.07 -0.94 -0.24
H 2.935 -0.190 2.134 0.62 0.62 -1.53
H 0.266 -0.866 1.540 0.17 0.36 0.83
H 4.621 -0.005 1.432 0.57 0.46 -0.13
H -3.449 2.336 -0.327 -0.87 0.03 0.44
H -3.428 0.665 0.177 -0.19 -0.34 0.46
H -2.822 2.023 1.292 0.22 -0.65 -0.11
H -1.780 -2.169 1.077 -1.22 0.83 1.14
H -2.076 -3.123 -0.329 0.39 0.27 -0.56
H -0.440 -2.438 0.257 -0.56 -0.72 -1.01
H 3.993 -0.517 -0.715 0.08 -0.15 -0.74
H 2.179 -0.744 -0.385 0.77 0.25 0.70
H -1.104 2.461 -0.477 -0.46 -0.53 -0.11
H -2.593 -0.784 -0.652 0.54 0.68 -0.58
```
Forces are in eV/Å.

Results
Net charge   0
HOMO level   -8.4620 eV
SMILES   CNP(S)NC.C=C

---

No. 4
A 2-piece molecular cluster, C4H13N2S overall at a distorted geometry. Source: OMol25; level of theory: wB97M-V/def2-TZVPD.

Structure (XYZ):
```
20
Properties=species:S:1:pos:R:3:forces:R:3
C -1.231 -0.144 1.853 -1.04 0.91 -1.40
C 1.436 1.535 1.463 2.08 -2.42 -0.61
C -0.047 -0.574 0.933 -0.66 3.31 -0.91
C 0.865 0.541 0.405 -0.59 0.40 2.04
N -0.862 -0.489 -2.441 1.02 -1.63 -0.77
N 1.007 0.608 -0.868 -1.36 -2.75 -0.14
S -0.786 -2.241 -2.225 -1.68 0.95 4.93
H -1.109 0.381 2.882 0.27 -1.17 -1.98
H -1.768 -1.116 1.892 -0.07 0.88 0.70
H -1.818 0.509 1.141 0.00 -0.38 1.37
H 1.727 1.009 2.420 -0.68 0.39 -1.13
H 0.864 2.369 1.677 -2.25 1.20 0.49
H 2.327 2.079 1.158 0.49 -0.52 -0.60
H 0.433 -1.225 1.533 2.53 -2.36 1.49
H -0.419 -1.061 0.048 -0.34 -0.47 0.10
H -1.856 -0.306 -2.388 0.14 0.71 -0.63
H 1.567 1.273 -1.313 1.11 1.43 -0.49
H -0.391 -0.306 -3.335 -1.03 0.42 0.09
H 0.415 -0.132 -1.577 0.51 2.25 1.86
H -0.352 -2.710 -3.257 1.55 -1.14 -4.41
```
Forces are in eV/Å.

Results
Net charge   +1
HOMO level   -13.1927 eV

---

No. 5
A 2-piece molecular cluster, C4H13N2S overall at a distorted geometry. Source: OMol25; level of theory: wB97M-V/def2-TZVPD.

Structure (XYZ):
```
20
Properties=species:S:1:pos:R:3:forces:R:3
C -3.013 1.055 -0.195 0.46 -3.00 0.38
C -0.719 0.599 0.621 -1.91 -0.15 3.14
C 4.086 0.505 0.862 -1.41 0.04 -0.17
C -1.883 -1.072 -0.654 -3.46 -0.64 -2.28
N -0.941 -1.929 -0.898 2.11 2.87 1.65
N -1.885 0.069 -0.093 1.25 2.22 1.53
S 2.920 0.011 -0.545 0.16 0.05 0.01
H -2.605 1.865 -0.749 -0.23 0.92 -0.35
H -3.715 0.421 -0.745 -0.69 1.12 0.06
H -3.325 1.266 0.838 -0.09 0.25 -0.62
H -0.143 -0.215 1.043 0.07 -0.14 0.26
H -0.094 1.151 0.028 1.45 1.43 -1.84
H -1.082 1.308 1.485 0.60 -1.57 -1.62
H 3.817 1.600 1.201 0.82 -2.30 -0.91
H 5.052 0.352 0.347 -0.24 0.52 1.10
H 3.847 -0.240 1.675 0.80 1.05 -0.75
H -2.861 -1.342 -1.156 1.03 0.19 0.83
H -1.175 -2.799 -1.163 -0.96 -3.53 -1.31
H 0.006 -1.779 -0.610 0.52 0.08 0.17
H 3.713 -0.827 -1.292 -0.27 0.59 0.72
```
Forces are in eV/Å.

Results
Net charge   +1
HOMO level   -12.0541 eV

---

No. 6
C4H13N3 in the gas phase at a distorted geometry. Source: OMol25; level of theory: wB97M-V/def2-TZVPD.

Structure (XYZ):
```
20
Properties=species:S:1:pos:R:3:forces:R:3
C 0.596 -0.751 0.160 0.58 0.38 -0.23
C -0.787 -0.687 -0.448 -0.28 -0.52 -1.09
C -0.834 0.084 -1.784 -0.63 0.18 0.02
N -0.915 -0.844 -2.920 0.25 -0.38 0.10
N 1.110 0.583 0.506 -0.22 -0.37 0.16
C 0.391 1.284 1.530 0.83 -0.03 1.69
N 0.795 0.801 2.901 -0.02 -0.24 -0.55
H 1.299 -1.102 -0.601 -0.16 -0.17 -0.14
H 0.690 -1.488 0.967 -0.38 0.07 0.20
H -1.578 -0.318 0.203 0.25 -0.01 0.30
H -1.086 -1.704 -0.739 -0.06 0.03 0.45
H -0.006 0.786 -1.853 0.20 0.06 0.05
H -1.763 0.662 -1.813 0.16 0.18 0.09
H -0.411 -1.694 -2.696 0.08 -0.03 -0.13
H -0.503 -0.479 -3.769 -0.02 0.15 0.07
H 2.050 0.454 0.862 0.19 0.25 -0.20
H 0.727 2.324 1.534 -0.47 0.07 -0.29
H -0.681 1.184 1.424 -0.21 0.24 -0.49
H 0.753 -0.213 2.917 -0.08 0.01 0.04
H 0.154 1.118 3.620 -0.02 0.12 -0.07
```
Forces are in eV/Å.

Results
Net charge   0
HOMO level   -8.9854 eV
SMILES   NCCCNCN

---

No. 7
C4H13N3 as an isolated structure at a distorted geometry. Source: OMol25; level of theory: wB97M-V/def2-TZVPD.

Structure (XYZ):
```
20
Properties=species:S:1:pos:R:3:forces:R:3
C -0.885 1.276 -0.071 0.16 0.03 -0.06
C 0.181 1.006 0.916 0.44 0.00 -0.16
C 1.282 2.003 1.172 -0.21 -0.23 0.01
N -1.156 1.387 1.350 -0.49 0.37 0.63
N -1.403 0.223 -0.889 -0.10 -0.18 -0.05
H -1.699 0.619 1.733 0.13 -0.08 -0.24
H -0.888 2.232 -0.587 0.03 -0.04 0.02
H 0.478 -0.037 1.032 -0.24 0.10 -0.08
H -2.344 0.436 -1.200 0.01 -0.04 0.02
H -1.426 -0.652 -0.371 0.03 -0.05 -0.02
H 1.670 1.881 2.181 0.08 0.05 0.09
H 2.094 1.850 0.465 0.14 0.03 -0.05
H 0.900 3.014 1.067 -0.01 0.14 -0.01
C 0.805 -2.060 -0.399 0.57 0.13 0.22
N 0.924 -1.425 -1.526 0.46 -0.08 -0.37
H 0.244 -0.697 -1.735 -0.15 0.10 -0.04
H 1.638 -1.580 -2.243 -0.17 -0.07 0.30
H -0.704 -3.056 -0.262 -1.76 -1.33 -0.01
H 1.614 -2.814 -0.288 -0.16 0.17 -0.28
H -1.326 -3.605 -0.344 1.22 0.97 0.08
```
Forces are in eV/Å.

Results
Net charge   0
HOMO level   -8.2639 eV

---

No. 8
A 3-piece molecular cluster, C4H13N3 overall at a distorted geometry. Source: OMol25; level of theory: wB97M-V/def2-TZVPD.

Structure (XYZ):
```
20
Properties=species:S:1:pos:R:3:forces:R:3
C 0.930 1.150 0.086 2.07 0.03 0.00
C -1.678 -0.283 1.112 -0.11 0.03 -0.22
C 0.800 2.076 1.255 -0.52 -0.20 0.05
N -1.307 0.441 -0.097 -0.30 -0.33 -0.48
N 1.615 0.057 0.069 -0.39 0.45 0.30
H -2.085 1.000 -0.435 0.09 -0.14 -0.03
H 0.800 1.622 -0.885 -0.50 -0.18 -0.02
H 1.873 -0.287 0.994 -0.15 0.25 0.12
H 0.888 -1.042 -0.925 -0.90 -1.31 -1.92
H -0.792 -0.793 1.486 0.08 -0.08 0.14
H -2.452 -1.041 0.941 0.04 0.05 0.13
H -2.026 0.418 1.872 0.00 -0.07 0.04
H 0.990 1.563 2.197 0.08 0.00 0.02
H 1.491 2.913 1.142 0.07 -0.08 -0.01
H -0.210 2.478 1.278 -0.05 0.13 0.06
C 0.565 -2.520 -2.319 0.43 -0.33 -0.19
N 0.168 -1.565 -1.619 0.51 1.10 1.53
H -1.029 -0.243 -0.829 -0.42 0.55 0.42
H 1.601 -2.889 -2.366 -0.02 0.08 0.16
H -0.140 -3.058 -2.956 -0.03 0.05 -0.09
```
Forces are in eV/Å.

Results
Net charge   0
HOMO level   -8.6126 eV
SMILES   [H]/N=C\C.C=N.CN

---

No. 9
C4H13N3 in the gas phase at a distorted geometry. Source: OMol25; level of theory: wB97M-V/def2-TZVPD.

Structure (XYZ):
```
20
Properties=species:S:1:pos:R:3:forces:R:3
C 1.822 0.160 0.148 -1.26 0.96 -0.60
N 2.717 0.604 -0.861 1.61 -0.07 -1.17
C 0.368 0.006 -0.322 -0.92 -1.19 1.17
C 0.196 -1.292 -1.099 -0.08 -1.06 -0.64
N -0.536 0.069 0.839 0.13 0.01 0.28
C -1.991 0.187 0.580 1.32 -0.20 0.19
N -2.648 1.135 1.443 -0.55 -0.33 -0.94
H 2.091 -0.828 0.508 0.50 0.02 0.49
H 1.878 0.957 0.892 -0.22 -0.58 0.52
H 2.767 0.102 -1.731 -0.21 -0.48 0.07
H 2.708 1.577 -1.107 -0.34 0.28 0.38
H -0.008 0.791 -0.925 0.35 1.23 -0.89
H 1.010 -1.535 -1.783 0.28 0.36 -0.08
H 0.140 -2.180 -0.457 0.02 0.28 0.30
H -0.697 -1.349 -1.733 -0.06 0.33 0.25
H -0.360 -0.716 1.460 0.01 0.12 -0.04
H -2.433 -0.777 0.784 -0.51 -0.33 -0.24
H -2.091 0.406 -0.486 -0.31 0.25 0.12
H -2.803 0.695 2.327 0.03 0.23 0.60
H -2.128 1.988 1.526 0.24 0.18 0.23
```
Forces are in eV/Å.

Results
Net charge   0
HOMO level   -8.5256 eV
SMILES   C[C@H](CN)NCN

---

No. 10
C4H13N3 in the gas phase at a distorted geometry. Source: OMol25; level of theory: wB97M-V/def2-TZVPD.

Structure (XYZ):
```
20
Properties=species:S:1:pos:R:3:forces:R:3
N 1.643 1.060 0.573 -0.55 -2.04 3.04
C 2.030 0.039 -0.388 1.43 0.68 1.73
C 1.075 0.089 -1.451 -5.01 2.13 2.11
N -0.239 -0.596 -1.010 3.35 -2.98 1.48
C -1.609 -0.487 -0.748 -1.37 3.32 1.19
C -2.090 -0.395 0.830 -1.03 0.30 -1.34
N -1.393 0.481 1.814 3.82 -2.09 0.84
H 2.106 1.892 0.342 0.76 1.41 0.24
H 1.923 0.684 1.530 -0.31 1.46 -1.63
H 3.011 0.358 -0.734 0.46 -0.87 -0.43
H 2.044 -0.897 0.156 0.35 -0.46 -0.31
H 1.258 -0.419 -2.270 1.71 -2.17 -4.13
H 0.990 1.170 -1.666 -0.66 -0.49 -0.29
H 0.072 -1.458 -0.468 -0.18 1.45 -1.20
H -2.161 -1.281 -1.233 -0.29 -0.47 0.09
H -1.972 0.448 -1.243 0.08 -0.52 0.42
H -2.277 -1.455 1.215 0.47 1.43 -0.30
H -3.065 0.143 0.831 0.09 -1.05 -0.62
H -0.904 -0.248 2.426 -1.16 1.24 -0.25
H -0.443 0.870 1.495 -1.96 -0.28 -0.66
```
Forces are in eV/Å.

Results
Net charge   0
HOMO level   -7.8752 eV
SMILES   NCCNCCN

---

Calculated lowest unoccupied orbital energy, 0.8; 0.9; 0.7; -3.5; -2.9; 1.1; 1.0; 1.1; 1.1; 0.9 eV (same order as the records).
Calculated energy relative to the best compared isomer or geometry (same formula, charge and spin), 36.6; 17.6; 31.6; 59.8; 33.7; 20.8; 101.6; 51.8; 20.1; 74.2 kcal per mole (same order as the records).